# 1
Entry from the Open Molecules 2025 dataset: a structure of composition C31H30BrF6N5O3SiV in a non-equilibrium geometry (ωB97M-V/def2-TZVPD).

Calculated values
- ΔE to the lowest compared entry with this formula, charge and spin: 304.07 kJ/mol
- LUMO energy (spin up / spin down): -5.64 / -5.64 eV
- Max |F|: 3.8 eV/A
- HOMO (spin up / spin down): -11.4 / -11.4 eV
- Kohn-Sham gap (spin up / spin down): 5.8 / 5.8 eV
- Electronic energy: -166129.613 eV

```
! wB97M-V def2-TZVPD RIJCOSX def2/J DEFGRID3
* xyz 1 1
V 13.1361 9.9541 9.1907
C 15.4952 10.6541 12.1631
C 15.7166 11.1296 10.7428
C 16.5973 12.2061 10.4566
C 16.8995 12.5276 9.1480
C 16.2928 11.8032 8.0791
C 15.1992 10.9683 8.4691
N 14.9634 10.5756 9.7762
N 14.1579 10.6244 7.6445
Si 14.3563 10.3983 5.9019
C 16.1505 9.6066 5.8651
C 13.3849 9.0502 4.9571
C 14.5989 12.0502 4.9709
H 14.5641 10.8627 12.6510
H 16.3396 11.0194 12.7667
H 15.6183 9.5279 12.1591
H 17.1716 12.5430 11.3447
H 17.5558 13.3645 8.9003
H 16.3905 12.0317 6.9982
H 16.8658 10.0775 6.6345
H 16.5894 9.6256 4.8680
H 16.0129 8.5481 6.1471
H 12.3357 9.2694 4.8253
H 13.4861 8.0028 5.2737
H 13.7207 9.1509 3.9562
H 15.6089 12.0955 4.5629
H 14.3767 12.7996 5.7013
H 13.8708 12.0110 4.1880
C 11.9140 15.8851 10.4729
C 11.1804 15.1146 11.4163
C 11.4731 13.7959 11.5801
C 12.2678 13.0736 10.6155
C 12.9026 13.8456 9.6331
C 12.7359 15.2351 9.5367
N 12.1713 11.6133 10.6040
N 11.0539 11.2442 11.1688
C 10.8223 9.9027 11.1693
C 9.7510 9.3326 11.8363
C 9.6805 8.0322 12.3923
C 10.3463 6.8612 12.1740
C 11.3059 6.5002 11.1650
C 11.8252 9.0196 10.6086
H 11.8699 17.0035 10.5266
H 10.3272 15.5241 11.9449
H 11.1963 13.2332 12.4806
H 13.5721 13.3423 9.0176
H 13.0932 15.6783 8.6105
H 9.0671 10.0181 12.2221
H 8.8616 7.9815 13.1404
H 9.9948 6.0670 12.8344
H 12.2420 6.2080 11.6298
Br 6.2985 10.7753 8.8647
C 7.6528 11.7203 8.0534
C 7.4919 13.0261 7.5398
N 8.4206 13.6039 6.7250
C 9.6256 13.0417 6.6707
C 9.9364 11.8232 7.3550
C 8.9255 11.1529 8.0121
C 11.3110 11.2711 7.1853
O 12.1283 11.7926 6.3930
O 11.5907 10.2004 7.8351
H 6.5984 13.6082 7.6872
H 10.4089 13.5669 6.0635
H 9.0351 10.1268 8.3803
C 12.1121 6.3943 7.9296
C 12.7334 7.0455 9.1370
O 13.5475 8.1128 8.7670
C 13.8381 6.0603 9.7711
F 14.9799 6.0031 9.0860
F 14.1818 6.4821 11.0759
F 13.3170 4.7806 9.9156
C 11.5508 7.5969 10.0751
F 12.9365 9.0169 11.5604
F 10.3008 7.6852 9.3061
F 10.8117 5.3591 10.4835
H 12.9861 6.1589 7.2607
H 11.4727 7.0671 7.4112
H 11.4885 5.5054 8.0808
*
```

Here are the Mulliken charges for atoms 1 to 4, given in e: number 1, V, carries -0.48; number 2, C, carries -1.32; number 3, C, carries 0.86; number 4, C, carries -0.96

***

# 2
Entry from the Open Molecules 2025 dataset: a structure of composition C32H35N2PdS2SbSi2 (ωB97M-V/def2-TZVPD).

Calculated values
- ΔE to the lowest compared entry with this formula, charge and spin: 2.61 kJ/mol
- LUMO energy: -0.41 eV
- Max |F|: 0.1 eV/A
- HOMO: -6.9 eV
- Kohn-Sham gap: 6.5 eV
- Electronic energy: -84177.114 eV

```
! wB97M-V def2-TZVPD RIJCOSX def2/J DEFGRID3
* xyz 0 1
Pd -2.0266 0.6986 0.8319
C -3.8707 -0.8552 3.3723
Si -2.2704 -0.9700 2.3739
C -0.8775 -0.7797 3.6519
C -2.1447 -2.7297 1.6875
C -1.9460 -3.9077 2.4114
C -1.8279 -5.1254 1.7564
C -1.9192 -5.1791 0.3685
C -2.1388 -4.0175 -0.3579
C -2.2518 -2.7859 0.2904
Si -2.5679 -1.0901 -0.4958
C -4.3895 -1.0336 -0.9926
C -1.6000 -1.0347 -2.1222
H -3.8803 -1.5926 4.1812
H -4.7396 -1.0368 2.7371
H -3.9836 0.1383 3.8140
H -0.8785 -1.6314 4.3396
H -1.0202 0.1186 4.2585
H 0.1074 -0.7249 3.1831
H -1.8669 -3.8788 3.4942
H -1.6610 -6.0346 2.3221
H -1.8202 -6.1299 -0.1419
H -2.2115 -4.0745 -1.4397
H -4.6246 -1.8328 -1.7023
H -4.6340 -0.0766 -1.4598
H -5.0342 -1.1515 -0.1196
H -1.9922 -1.7825 -2.8195
H -0.5397 -1.2525 -1.9739
H -1.6829 -0.0566 -2.6019
S -3.6372 3.0446 0.1354
C -2.8153 3.5018 1.4882
N -2.7913 4.8173 1.9059
C -2.0753 5.2583 2.9594
C -1.3424 4.3768 3.6834
C -1.4009 3.0280 3.2658
N -2.1033 2.6078 2.2507
H -3.3196 5.4601 1.3337
H -2.1260 6.3178 3.1657
H -0.7523 4.6870 4.5299
H -0.8385 2.2677 3.7971
S 0.0241 2.3311 -0.0285
Sb 1.6362 1.0810 -0.9862
C 2.0415 -0.8301 -0.2087
C 3.3138 -1.3718 -0.3772
C 3.5700 -2.6623 0.0635
C 2.5608 -3.4031 0.6663
C 1.2972 -2.8572 0.8431
C 1.0374 -1.5635 0.4109
C 3.5194 2.0300 -0.9071
C 3.8995 2.6825 0.2615
C 5.1463 3.2846 0.3433
C 6.0126 3.2379 -0.7411
C 5.6325 2.5941 -1.9095
C 4.3846 1.9899 -1.9948
C 1.3182 0.7932 -3.0463
C 1.8456 -0.3126 -3.7034
C 1.6078 -0.4834 -5.0601
C 0.8456 0.4474 -5.7526
C 0.3169 1.5485 -5.0931
C 0.5506 1.7234 -3.7367
H 4.1061 -0.7927 -0.8393
H 4.5569 -3.0886 -0.0637
H 2.7621 -4.4123 1.0027
H 0.5058 -3.4311 1.3098
H 0.0548 -1.1251 0.5604
H 3.2174 2.7321 1.1029
H 5.4417 3.7924 1.2523
H 6.9848 3.7092 -0.6759
H 6.3047 2.5645 -2.7574
H 4.0876 1.4967 -2.9137
H 2.4200 -1.0549 -3.1598
H 2.0082 -1.3482 -5.5733
H 0.6552 0.3087 -6.8090
H -0.2874 2.2661 -5.6328
H 0.1162 2.5654 -3.2089
*
```

Here are the Mulliken charges for atoms 1 to 4, given in e: number 1, Pd, carries 0.06; number 2, C, carries -1.28; number 3, Si, carries 0.85; number 4, C, carries -1.24

***

# 3
Entry from the Open Molecules 2025 dataset: a structure of composition C7H8N3O in a non-equilibrium geometry (ωB97M-V/def2-TZVPD).

Calculated values
- ΔE to the lowest compared entry with this formula, charge and spin: 210.94 kJ/mol
- LUMO energy: -4.21 eV
- Max |F|: 2.4 eV/A
- HOMO: -13.1 eV
- Kohn-Sham gap: 8.9 eV
- Electronic energy: -13897.939 eV

```
! wB97M-V def2-TZVPD RIJCOSX def2/J DEFGRID3
* xyz 1 1
C 3.0050 0.3212 0.1099
C 2.2890 -0.8943 0.1297
C 2.3709 1.5338 0.0674
C 0.9165 -0.9468 0.0806
C 0.9699 1.5152 0.0426
C 0.2448 0.2750 0.0278
C -2.6561 -0.2056 -0.4995
N 0.0823 2.5218 0.0282
N -1.0721 1.9711 -0.0043
N -1.0535 0.6357 0.0112
O -3.5199 0.0331 0.4469
H 4.0835 0.2846 0.1350
H 2.8472 -1.8158 0.1843
H 2.8995 2.4720 0.0549
H 0.3839 -1.8835 0.0888
H -2.8428 0.3727 -1.3987
H -2.2643 -1.2074 -0.6506
H -1.9396 2.5003 0.0204
H -3.5160 -0.6054 1.1801
*
```

Here are the Mulliken charges for atoms 1 to 4, given in e: number 1, C, carries -0.49; number 2, C, carries -0.51; number 3, C, carries -0.63; number 4, C, carries -0.75

***

# 4
Entry from the Open Molecules 2025 dataset: an isolated molecule of C5H10O2 (ωB97M-V/def2-TZVPD).

Calculated values
- ΔE to the lowest compared entry with this formula, charge and spin: 595.13 kJ/mol
- LUMO energy: 0.77 eV
- Max |F|: 0.4 eV/A
- HOMO: -7.4 eV
- Kohn-Sham gap: 8.1 eV
- Electronic energy: -9436.875 eV

```
! wB97M-V def2-TZVPD RIJCOSX def2/J DEFGRID3
* xyz 0 1
C -0.0826 0.2425 1.7210
C 0.1071 0.6515 0.2806
C -0.8434 0.1280 -0.7942
C -0.3060 -2.2363 -0.3830
O -0.2084 -0.9618 -1.4866
C 0.8417 1.8713 -0.0617
O 1.4517 0.5915 -0.2214
H -0.8923 0.8210 2.1811
H -0.3157 -0.8251 1.7584
H 0.8419 0.4377 2.2743
H -1.0653 0.8884 -1.5485
H -1.7600 -0.2812 -0.3727
H -1.0379 -2.8116 -0.9743
H 0.6719 -2.6972 -0.6087
H 0.7362 -0.6981 -1.5353
H 1.2631 2.4833 0.7330
H 0.6128 2.3935 -0.9905
*
```

Here are the Mulliken charges for atoms 1 to 4, given in e: number 1, C, carries -1.37; number 2, C, carries 1.36; number 3, C, carries -0.75; number 4, C, carries -0.75

***

> Number 3 is which compound?

C7H8N3O

***

> Among the records above, which one has the highest electronic energy?

C5H10O2

***

What did the fourth record say?
Entry from the Open Molecules 2025 dataset: an isolated molecule of C5H10O2 (ωB97M-V/def2-TZVPD).

Calculated values
- ΔE to the lowest compared entry with this formula, charge and spin: 595.13 kJ/mol
- LUMO energy: 0.77 eV
- Max |F|: 0.4 eV/A
- HOMO: -7.4 eV
- Kohn-Sham gap: 8.1 eV
- Electronic energy: -9436.875 eV

```
! wB97M-V def2-TZVPD RIJCOSX def2/J DEFGRID3
* xyz 0 1
C -0.0826 0.2425 1.7210
C 0.1071 0.6515 0.2806
C -0.8434 0.1280 -0.7942
C -0.3060 -2.2363 -0.3830
O -0.2084 -0.9618 -1.4866
C 0.8417 1.8713 -0.0617
O 1.4517 0.5915 -0.2214
H -0.8923 0.8210 2.1811
H -0.3157 -0.8251 1.7584
H 0.8419 0.4377 2.2743
H -1.0653 0.8884 -1.5485
H -1.7600 -0.2812 -0.3727
H -1.0379 -2.8116 -0.9743
H 0.6719 -2.6972 -0.6087
H 0.7362 -0.6981 -1.5353
H 1.2631 2.4833 0.7330
H 0.6128 2.3935 -0.9905
*
```

Here are the Mulliken charges for atoms 1 to 4, given in e: number 1, C, carries -1.37; number 2, C, carries 1.36; number 3, C, carries -0.75; number 4, C, carries -0.75

***

> What is the formula in the first record?

C31H30BrF6N5O3SiV